The following is a quantum chemistry calculation of 2 unconnected molecules or ions with the total composition C19H28FN4O4, from the Open Molecules 2025 dataset.

ORCA input file:
```
! RIJCOSX wB97M-V def2-TZVPD def2/J DEFGRID3
* xyz 1 1
C -2.165 -2.599 -0.241
C -1.645 -1.840 1.079
C -0.067 -1.952 1.346
C 0.756 -1.239 0.159
C 0.295 0.265 -0.168
C 1.419 1.164 -0.892
C 1.672 2.585 -0.319
C 0.961 3.288 0.916
C 0.260 4.639 0.332
O -0.099 5.595 1.045
F 0.011 4.747 -1.078
C 2.764 3.387 -1.145
N 3.316 2.697 -2.266
C 4.320 3.537 -3.046
C 3.373 4.467 -4.154
C 2.250 3.561 -5.016
O 3.602 4.166 -5.619
N 3.140 1.489 -2.769
C 2.191 0.646 -2.140
C 1.975 -0.807 -2.829
O 0.587 -0.924 -3.237
N 0.486 -1.830 -4.255
O -0.287 -1.343 -5.037
H -3.252 -2.958 -0.058
H -1.524 -3.515 -0.477
H -2.228 -1.903 -1.165
H -2.012 -0.743 1.000
H -2.223 -2.299 1.970
H 0.183 -3.084 1.383
H 0.241 -1.505 2.351
H 0.528 -1.860 -0.796
H 1.904 -1.333 0.296
H -0.621 0.248 -0.863
H -0.078 0.717 0.826
H 1.748 3.681 1.668
H 0.156 2.679 1.445
H 3.074 4.458 -0.842
H 5.013 2.897 -3.688
H 4.848 4.292 -2.374
H 3.052 5.578 -3.819
H 2.478 2.441 -5.105
H 1.381 4.091 -5.527
H 2.683 -0.883 -3.745
H 2.330 -1.641 -2.111
C -4.695 -4.383 4.076
C -4.321 -3.984 5.500
C -3.545 -2.667 5.565
C -2.261 -2.791 4.792
N -1.250 -2.890 4.181
H -3.809 -4.555 3.460
H -5.272 -5.311 4.081
H -5.302 -3.607 3.598
H -3.728 -4.787 5.949
H -5.235 -3.889 6.094
H -3.313 -2.418 6.604
H -4.138 -1.850 5.145
*
```

Summary:
Kohn-Sham gap ... 8.335 eV
HOMO ... -13.15 eV